(1)
Molecular formula: C24H16FN2O3S5Tl
Method: DFT, ωB97M-V/def2-TZVPD

Calculated values
Total charge: -2
LUMO energy in eV: 4.38
Relative energy (zero: lowest compared OMol25 entry of this formula, charge and spin) in eV: 0.385
Highest occupied orbital energy in eV: -1.4
Frontier orbital gap in eV: 5.8

Last column: Mulliken charge in e.
Cartesian coordinates (Å):
Tl: 0.5831 -0.0956 -0.5462  1.114
O: -2.2970 -3.4127 1.0798  -0.753
C: -3.4229 -2.7309 0.8504  0.168
C: -4.5698 -3.0760 1.5688  -0.635
C: -5.7558 -2.4020 1.3664  -0.320
C: -5.8174 -1.3539 0.4596  -0.683
C: -4.6875 -0.9976 -0.2522  -0.334
C: -3.4843 -1.6735 -0.0805  0.302
C: -2.2529 -1.2662 -0.7986  0.791
O: -1.1595 -1.8895 -0.5491  -0.895
N: -2.3694 -0.2780 -1.6583  -0.885
N: -1.1811 0.1433 -2.1576  0.363
C: -1.1276 0.7719 -3.2764  -0.431
C: 0.1028 1.2058 -3.8719  0.592
C: 0.0657 2.1871 -4.8648  -0.816
C: 1.2070 2.6714 -5.4622  -0.481
C: 2.4424 2.1453 -5.0829  -0.446
C: 2.5168 1.1314 -4.1663  -0.324
C: 1.3646 0.6188 -3.5080  0.343
O: 1.4919 -0.3500 -2.6839  -0.894
H: -1.5955 -2.9605 0.5042  0.418
H: -4.4931 -3.8721 2.2949  0.403
H: -6.6407 -2.6934 1.9165  0.354
H: -6.7432 -0.8097 0.3216  0.361
H: -4.7109 -0.1816 -0.9575  0.448
H: -2.0569 0.9546 -3.8305  0.321
H: -0.8975 2.5972 -5.1450  0.309
H: 1.1519 3.4598 -6.2032  0.359
H: 3.3496 2.5358 -5.5295  0.336
H: 3.4687 0.7067 -3.8749  0.396
S: 7.3101 1.2154 2.3912  -0.378
C: 5.8345 0.9538 1.7069  0.097
S: 5.0635 -0.5965 1.6585  -0.142
C: 3.6287 -0.1429 0.7507  0.230
C: 3.5365 1.1701 0.4066  0.085
S: 2.3108 2.0145 -0.4579  -0.463
S: 4.8789 2.1837 0.9465  -0.137
S: 2.5859 -1.4916 0.4430  -0.392
F: 2.8655 -0.3155 5.7702  -0.374
C: 2.0566 -0.0906 4.6909  0.552
C: 1.0132 -0.9623 4.4452  -0.734
C: 0.1805 -0.7263 3.3710  -0.224
C: 0.3458 0.4057 2.5623  0.534
C: -0.5466 0.6560 1.4407  -1.725
C: 1.4129 1.2693 2.8513  -0.369
C: 2.2817 1.0152 3.8923  -0.669
H: 0.8662 -1.8133 5.0938  0.416
H: -0.6129 -1.4251 3.1420  0.391
H: -0.7175 1.7075 1.2246  0.482
H: -1.4753 0.0967 1.4950  0.452
H: 1.5669 2.1389 2.2285  0.431
H: 3.1324 1.6512 4.0839  0.456

---

(2)
Molecular formula: C24H16N9NiOS5Se
Method: DFT, ωB97M-V/def2-TZVPD

Calculated values
Expectation value of S²: 2.01
Total charge: -1
LUMO energy (spin up / spin down) in eV: 1.79 / 1.79
Multiplicity: 3
Highest occupied orbital energy (spin up / spin down) in eV: -4.0 / -4.1
Frontier orbital gap (spin up / spin down) in eV: 5.8 / 5.9

Last column: Mulliken spin population.
Cartesian coordinates (Å):
Ni: 2.3195 0.5771 1.7506  1.578
C: 0.3433 -4.2705 0.3463  0.000
N: 0.5312 -3.0958 1.1680  -0.001
C: 1.5053 -2.1941 1.0886  -0.006
N: 1.2484 -1.1960 1.9139  0.041
C: 0.0828 -1.5591 2.5002  -0.004
N: -0.3982 -2.7032 2.0730  0.002
C: -0.5898 -4.0538 -0.8218  0.000
C: -1.0184 -5.1727 -1.5255  0.000
C: -1.8101 -5.0384 -2.6551  0.000
C: -2.1877 -3.7795 -3.0866  0.000
C: -1.7709 -2.6596 -2.3745  0.000
C: -0.9731 -2.7909 -1.2439  0.000
C: -2.1837 -1.3432 -2.8632  0.001
N: -2.7201 -1.0553 -3.9966  0.000
N: -2.9579 0.3178 -3.9742  0.000
C: -2.5434 0.7317 -2.8308  0.000
O: -2.0384 -0.2605 -2.0607  -0.001
C: -2.6216 2.0891 -2.2888  0.001
C: -3.1362 3.1033 -3.0950  0.000
C: -3.2639 4.3813 -2.5863  0.000
C: -2.8898 4.6500 -1.2747  0.000
C: -2.3787 3.6427 -0.4709  0.000
C: -2.0197 3.9339 0.9647  0.001
N: -0.6831 3.4888 1.3019  -0.002
C: -0.2961 2.3198 1.8084  -0.001
N: 1.0189 2.2508 1.8165  0.026
C: 1.4012 3.4391 1.2769  -0.008
N: 0.3995 4.2165 0.9432  0.003
C: -2.2321 2.3606 -0.9866  -0.001
H: -0.0335 -5.0658 0.9900  0.000
H: 1.3310 -4.5602 -0.0175  0.000
H: 2.3519 -2.2792 0.4307  0.002
H: -0.3951 -0.9775 3.2697  0.000
H: -0.7198 -6.1599 -1.1924  0.000
H: -2.1310 -5.9161 -3.1997  0.000
H: -2.8015 -3.6481 -3.9660  0.000
H: -0.6319 -1.9045 -0.7253  0.002
H: -3.4262 2.8713 -4.1101  0.000
H: -3.6523 5.1740 -3.2107  0.000
H: -2.9861 5.6537 -0.8793  0.000
H: -2.7062 3.4265 1.6464  0.000
H: -2.0688 5.0028 1.1677  0.000
H: -0.9783 1.5585 2.1462  0.002
H: 2.4349 3.7033 1.1328  0.002
H: -1.7980 1.5666 -0.3908  0.000
S: 8.4228 0.0837 5.5793  0.002
C: 7.0070 0.1777 4.7130  0.001
S: 6.9311 0.1995 3.0006  -0.002
C: 5.2073 0.3991 2.8203  -0.006
C: 4.5073 0.4921 3.9698  0.005
S: 2.7819 0.7308 4.0850  0.153
S: 5.4616 0.3972 5.4292  -0.001
S: 4.5211 0.4919 1.2046  0.134
Se: 1.4264 0.8020 -0.8134  0.065
C: 1.8097 -0.7693 -1.6816  -0.003
N: 1.9977 -1.7799 -2.2152  0.015

---

(3)
Molecular formula: C24H17Cl3N3O5Pd
Method: DFT, ωB97M-V/def2-TZVPD

Calculated values
Expectation value of S²: 2.08
Total charge: -1
LUMO energy (spin up / spin down) in eV: 2.29 / 1.86
Relative energy (zero: lowest compared OMol25 entry of this formula, charge and spin) in eV: 0.000
Multiplicity: 3
Highest occupied orbital energy (spin up / spin down) in eV: -3.6 / -5.2
Frontier orbital gap (spin up / spin down) in eV: 5.8 / 7.1

Last column: Mulliken spin population.
Cartesian coordinates (Å):
Pd: -0.3991 2.1415 -2.0439  0.004
Cl: 0.8708 5.0394 -8.5819  0.000
C: 0.3007 4.6146 -6.9873  0.000
C: 0.8961 3.5754 -6.2989  0.000
C: 0.4300 3.2569 -5.0380  0.000
Cl: 1.2050 1.9502 -4.1765  0.002
C: -0.6354 3.9263 -4.3945  -0.002
O: -1.0955 3.6578 -3.2232  -0.001
C: -1.1876 4.9855 -5.1602  0.000
Cl: -2.4875 5.8936 -4.4532  0.000
C: -0.7437 5.3265 -6.4199  0.000
H: 1.7128 3.0166 -6.7329  0.000
H: -1.2107 6.1424 -6.9527  0.000
C: -0.7181 -4.0362 7.7627  0.003
O: -1.4014 -4.0596 6.5305  0.020
C: -0.6429 -4.0073 5.3933  0.141
C: 0.7483 -3.9755 5.3784  -0.069
C: 1.4166 -3.9264 4.1655  0.166
C: 0.7221 -3.9028 2.9515  -0.068
C: -0.6844 -3.9400 2.9872  0.129
C: -1.3502 -3.9901 4.1905  -0.086
N: 1.4718 -3.8160 1.7937  0.563
N: 0.7990 -3.9065 0.6669  0.568
C: 0.4736 -2.9229 -0.1565  0.048
C: -0.1583 -3.2967 -1.3766  0.123
C: -0.5723 -2.3926 -2.3072  -0.046
C: -0.4039 -0.9841 -2.1501  0.154
O: -0.7514 -0.1475 -3.0208  0.208
C: 0.2199 -0.5678 -0.8992  0.124
N: 0.3774 0.7720 -0.7050  0.028
C: 0.9951 1.2160 0.3766  -0.043
C: 1.5123 0.3632 1.3467  0.060
C: 1.3453 -0.9912 1.1923  -0.026
C: 0.6816 -1.5015 0.0688  0.006
H: -1.4823 -4.0590 8.5358  0.000
H: -0.1215 -3.1257 7.8724  0.000
H: -0.0653 -4.9072 7.8767  0.000
H: 1.3190 -3.9897 6.2961  -0.004
H: 2.4986 -3.9038 4.1355  0.005
H: -1.2338 -3.9255 2.0558  0.025
H: -2.4316 -4.0119 4.2283  -0.004
H: -0.3025 -4.3579 -1.5374  -0.007
H: -1.0471 -2.7201 -3.2238  -0.008
H: 1.0734 2.2898 0.4823  -0.007
H: 2.0202 0.7735 2.2076  0.006
H: 1.7371 -1.6721 1.9324  -0.010
C: 0.0163 4.9687 -0.8580  0.000
O: -1.0089 4.2537 -0.1761  0.000
C: -1.3243 2.9792 -0.5426  -0.005
O: -2.2090 2.4270 0.0450  0.001
H: 0.3938 5.7021 -0.1472  0.000
H: -0.3913 5.4632 -1.7378  0.000
H: 0.8234 4.3024 -1.1711  0.000

---

(4)
Molecular formula: C24H18BiN4O3S5
Method: DFT, ωB97M-V/def2-TZVPD

Calculated values
Total charge: -1
LUMO energy in eV: 2.08
Relative energy (zero: lowest compared OMol25 entry of this formula, charge and spin) in eV: 0.221
Highest occupied orbital energy in eV: -4.3
Frontier orbital gap in eV: 6.4

Last column: natural (NBO) charge in e.
Cartesian coordinates (Å):
Bi: 1.1125 -2.5149 1.4649  1.698
O: 2.9629 -0.2113 -2.5363  -0.708
C: 2.5099 1.0169 -2.2287  0.422
C: 2.4463 1.9586 -3.2582  -0.315
C: 1.9673 3.2309 -3.0122  -0.182
C: 1.5444 3.5911 -1.7340  -0.280
C: 1.6125 2.6605 -0.7124  -0.147
C: 2.0950 1.3692 -0.9307  -0.238
C: 2.0839 0.3485 0.1670  0.582
O: 2.4129 -0.8652 -0.1303  -0.816
N: 1.6798 0.7629 1.3407  -0.464
N: 1.5390 -0.2923 2.2397  -0.386
C: 1.5805 0.0381 3.4752  0.149
C: 1.5182 -0.8334 4.6337  -0.243
C: 1.2473 -0.2060 5.8643  -0.140
C: 1.2471 -0.8892 7.0553  -0.297
C: 1.5676 -2.2555 7.0357  -0.192
C: 1.8618 -2.8929 5.8557  -0.240
C: 1.8284 -2.2212 4.6061  0.395
O: 2.1009 -2.8896 3.5223  -0.827
H: 2.9104 -0.7301 -1.6858  0.518
H: 2.7752 1.6576 -4.2463  0.214
H: 1.9183 3.9489 -3.8229  0.203
H: 1.1595 4.5863 -1.5436  0.206
H: 1.2812 2.9086 0.2875  0.234
H: 1.6934 1.1053 3.6711  0.183
H: 1.0294 0.8577 5.8533  0.198
H: 1.0183 -0.3840 7.9846  0.203
H: 1.5862 -2.8167 7.9638  0.201
H: 2.1071 -3.9477 5.8313  0.209
S: -1.0044 -2.5155 2.9569  -0.495
S: -2.4707 -3.2449 1.6802  -0.050
S: -1.6893 -5.0177 1.0404  -0.044
S: -0.2463 -4.4477 -0.3029  -0.620
S: -1.9020 2.3229 -2.7093  0.270
C: -1.3671 0.9624 -1.6857  -0.124
C: -1.5959 1.0072 -0.3209  -0.271
C: -1.0869 -0.0122 0.4707  0.081
N: -0.4136 -1.0430 -0.0338  -0.492
C: -0.2299 -1.0996 -1.3574  0.069
C: -0.6754 -0.1163 -2.2178  -0.223
C: -2.9674 1.4334 -3.8317  -0.137
C: -2.5229 1.0501 -5.0878  -0.264
C: -3.4010 0.3706 -5.9212  0.036
N: -4.6544 0.0673 -5.5853  -0.413
C: -5.0683 0.4452 -4.3747  0.037
C: -4.2714 1.1286 -3.4680  -0.254
H: -2.1339 1.8335 0.1250  0.228
H: -1.2124 -0.0098 1.5484  0.227
H: 0.3146 -1.9574 -1.7298  0.227
H: -0.4620 -0.1823 -3.2762  0.224
H: -1.5167 1.2814 -5.4115  0.231
H: -3.0787 0.0519 -6.9073  0.192
H: -6.0905 0.1878 -4.1163  0.193
H: -4.6506 1.4129 -2.4949  0.230

---

(5)
Molecular formula: C24H18Br4GeInO5S
Method: DFT, ωB97M-V/def2-TZVPD

Calculated values
Expectation value of S²: 0.77
Total charge: 0
LUMO energy (spin up / spin down) in eV: -0.45 / -2.92
Relative energy (zero: lowest compared OMol25 entry of this formula, charge and spin) in eV: 0.000
Multiplicity: 2
Highest occupied orbital energy (spin up / spin down) in eV: -7.8 / -7.8
Frontier orbital gap (spin up / spin down) in eV: 7.4 / 4.9

Last column: Mulliken spin population.
Cartesian coordinates (Å):
In: 0.3994 -0.2830 -1.4553  -0.005
Br: 2.2290 2.3060 -7.8271  0.011
C: 1.2592 1.9045 -6.1958  0.069
C: -0.1766 2.1925 -6.0715  0.137
Br: -1.0405 3.0097 -7.5587  0.021
C: -0.8353 2.0041 -4.8777  -0.054
Br: -2.6476 2.4090 -4.5823  0.000
C: -0.1688 1.3471 -3.8114  0.247
O: -0.8024 0.8245 -2.7968  0.187
C: 1.2856 1.1088 -3.8779  0.165
O: 1.8025 0.6301 -2.8246  0.203
C: 1.9851 1.4154 -5.1300  0.020
Br: 3.8484 1.0299 -5.0947  0.004
C: 2.6818 1.6779 0.9700  0.000
Ge: 0.9221 0.7241 0.8962  -0.004
C: -0.3190 2.1579 1.3555  0.000
C: 0.0158 3.4961 1.0827  0.000
C: -0.8564 4.5598 1.3382  0.000
C: -2.0828 4.3109 1.9552  0.000
C: -2.4271 2.9981 2.2624  0.000
C: -1.5808 1.9462 1.9565  -0.001
C: 0.8300 -0.4729 2.5032  0.000
C: 1.8698 -0.3241 3.4374  0.000
C: 2.0206 -1.2082 4.5103  0.000
C: 1.1867 -2.3205 4.6412  0.000
C: 0.1049 -2.4944 3.7275  0.000
C: -0.7702 -3.6003 3.8511  0.000
C: -1.8758 -3.7419 3.0124  0.000
C: -2.0730 -2.8216 1.9671  0.000
C: -1.2015 -1.7477 1.8356  0.000
C: -0.0954 -1.5484 2.6678  -0.001
H: 2.8549 2.1158 1.9564  0.000
H: 2.7078 2.4688 0.2019  0.001
H: 3.4768 0.9287 0.7553  -0.001
H: 1.0412 3.6704 0.7443  0.000
H: -0.5951 5.5732 1.0754  0.000
H: -2.7522 5.1231 2.2302  0.000
H: -3.3689 2.8261 2.7872  0.000
H: -1.9444 0.9428 2.1827  0.000
H: 2.6274 0.4286 3.2826  0.000
H: 2.7992 -1.0782 5.2245  0.000
H: 1.3183 -3.0808 5.4350  0.000
H: -0.5358 -4.3418 4.6671  0.000
H: -2.5278 -4.5859 3.1701  0.000
H: -2.8388 -3.0310 1.1957  0.000
H: -1.4218 -1.0676 1.0032  0.000
C: -0.8914 -3.9556 -2.9634  0.000
S: -0.2284 -3.2343 -1.4538  -0.003
O: 0.9485 -2.3480 -1.8970  0.002
O: -1.2408 -2.2433 -1.0155  -0.001
O: 0.1004 -4.3065 -0.5656  0.001
H: -1.4542 -3.1859 -3.4594  0.000
H: -1.4880 -4.8567 -2.8054  0.000
H: -0.0746 -4.2514 -3.6175  0.000

---

(6)
Molecular formula: C24H18BrF2N6O2Rh
Method: DFT, ωB97M-V/def2-TZVPD

Calculated values
Total charge: 0
LUMO energy (spin up / spin down) in eV: -1.53 / -1.56
Relative energy (zero: lowest compared OMol25 entry of this formula, charge and spin) in eV: 2.555
Highest occupied orbital energy (spin up / spin down) in eV: -7.2 / -7.3
Frontier orbital gap (spin up / spin down) in eV: 5.7 / 5.7

Last column: natural (NBO) charge in e.
Cartesian coordinates (Å):
Rh: 0.1959 0.3128 0.2963  0.960
Br: 1.0177 -8.7540 0.1112  0.063
C: 1.6708 -7.5577 -1.1976  -0.096
C: 2.9427 -7.7422 -1.7199  -0.234
C: 3.4381 -6.8307 -2.6340  -0.223
C: 2.6788 -5.7211 -3.0157  0.141
C: 1.3683 -5.5951 -2.5337  -0.252
C: 0.8715 -6.5022 -1.6175  -0.218
N: 3.3158 -4.7994 -3.8533  -0.214
N: 2.7080 -3.7491 -4.2643  -0.119
C: 2.1885 -2.7226 -3.5288  -0.005
C: 1.4890 -1.7703 -4.2840  -0.104
C: 0.8406 -0.6736 -3.7303  -0.332
C: 0.8489 -0.4871 -2.3575  0.448
O: 0.3040 0.5322 -1.7355  -0.687
C: 1.5453 -1.4442 -1.5649  0.063
N: 1.4694 -1.2092 -0.2295  -0.349
C: 2.1299 -1.9637 0.6167  0.075
C: 2.9523 -3.0024 0.1658  -0.237
C: 3.0263 -3.2728 -1.1775  -0.135
C: 2.2708 -2.5173 -2.0997  -0.012
H: 3.5370 -8.5921 -1.4144  0.231
H: 4.4224 -6.9533 -3.0668  0.232
H: 0.7469 -4.7779 -2.8754  0.228
H: -0.1272 -6.3863 -1.2195  0.233
H: 1.4495 -1.9401 -5.3518  0.234
H: 0.3116 0.0355 -4.3529  0.233
H: 2.0232 -1.7270 1.6680  0.222
H: 3.5142 -3.5852 0.8812  0.235
H: 3.6852 -4.0526 -1.5227  0.238
N: 2.1236 2.6493 -1.2673  -0.833
C: 2.6161 2.3170 -0.0571  0.799
N: 3.7777 2.9089 0.3323  -0.822
O: 2.0614 1.5039 0.6971  -0.703
H: 2.6755 3.1880 -1.9102  0.393
H: 1.3850 2.0582 -1.6425  0.439
H: 4.1104 3.7370 -0.1282  0.393
H: 4.0351 2.7809 1.2952  0.412
N: -1.6724 3.6913 6.6231  -0.321
C: -1.4764 3.1599 5.6227  0.285
C: -1.2212 2.4873 4.3744  -0.199
C: -1.1065 3.2233 3.1960  -0.164
C: -0.8194 2.5772 2.0073  -0.241
C: -0.6391 1.1875 1.9569  -0.338
C: -0.7860 0.4704 3.1475  -0.192
C: -1.0701 1.1063 4.3483  -0.174
H: -1.2305 4.2982 3.2254  0.223
H: -0.7378 3.1698 1.1034  0.211
H: -0.6699 -0.6082 3.1515  0.198
H: -1.1794 0.5391 5.2636  0.222
F: -1.1790 -2.0352 -0.3787  -0.389
C: -1.4742 -0.7760 0.1161  0.422
F: -2.3085 -0.2023 -0.8059  -0.365
H: -2.0612 -0.9289 1.0229  0.123

---

Electronic energy, record by record: -3522.787052; -7393.082695; -2973.712959; -3575.830190; -14262.865417; -4288.592557 Eh
Maximum force, record by record: 1.31; 0.40; 0.35; 0.35; 2.08; 2.95 eV Å⁻¹